Here is a 5-piece molecular cluster, C12H32N10O9 overall from the OMol25 dataset. Energies are from the ωB97M-V functional and the def2-TZVPD basis.

## Properties
HOMO energy   -9.2 eV
M   460.4 g mol⁻¹
HOMO-LUMO gap   9.568 eV
ΔE to the lowest compared entry with this formula, charge and spin   0.0 kcal per mole
E_LUMO   0.3884 eV

Geometry (Å):
C 4.35948 0.93532 -0.17715
C 2.83381 0.89132 -0.04248
O 2.30464 2.19697 0.21027
C 1.25357 2.55860 -0.60057
O 0.10101 1.77966 -0.21106
C -1.02574 2.08852 -0.85200
O -1.08045 2.85603 -1.77953
N -2.14639 1.46974 -0.28814
C -1.88268 0.51563 0.76493
O -1.14124 -0.64038 0.39103
O -2.03937 -1.67662 -0.04072
C -3.14809 1.08477 -1.29289
C -4.51439 0.86742 -0.66338
C -5.37710 2.08003 -0.47571
N -4.94756 -0.29283 -0.34432
H 4.70124 0.60913 -1.15550
H 4.69657 1.95071 0.03436
H 4.83141 0.27147 0.54868
H 2.54795 0.23278 0.78045
H 2.37364 0.47844 -0.94484
H 1.47431 2.36341 -1.65326
H 1.04156 3.61140 -0.42295
H -1.28845 1.00286 1.53608
H -2.82866 0.20300 1.21069
H -2.40366 -2.01038 0.79454
H -2.85211 0.19739 -1.86369
H -3.24052 1.90940 -2.00075
H -5.97974 1.97314 0.42777
H -6.06006 2.10185 -1.32804
H -4.78801 2.99415 -0.43828
H -4.24934 -0.99405 -0.59391
C -7.32695 2.85459 3.46314
O -6.89313 2.88247 2.32681
N -7.82044 3.96870 4.08744
N -7.35596 1.70412 4.20505
H -8.18273 3.96674 5.02105
H -7.81180 4.82486 3.56631
H -7.00630 0.87220 3.76796
H -7.70961 1.65579 5.14074
C 6.72993 -2.20596 -0.94775
O 6.43120 -1.09323 -1.35146
N 6.24454 -3.35067 -1.52105
N 7.56551 -2.41186 0.10994
H 6.47926 -4.26826 -1.19104
H 5.62523 -3.24782 -2.30168
H 7.94175 -1.60054 0.56154
H 7.80782 -3.33000 0.44730
C -4.95313 1.25033 -4.44628
O -5.31277 2.14858 -3.70686
N -4.98454 -0.06323 -4.05853
N -4.48847 1.48109 -5.71208
H -4.69211 -0.82124 -4.64448
H -5.33090 -0.26095 -3.13583
H -4.44838 2.43519 -6.01668
H -4.18422 0.75535 -6.33145
C 8.76135 -5.21215 2.44815
O 8.14919 -5.19761 1.38963
N 10.05248 -4.77990 2.54648
N 8.19648 -5.66255 3.60433
H 10.57305 -4.78240 3.40248
H 10.49298 -4.45110 1.70780
H 7.24769 -5.98319 3.55659
H 8.67738 -5.68619 4.48280

Mulliken atomic charge list, values in e, 4 entries: atom 1 (C): -1.1025, atom 2 (C): -0.0866, atom 3 (O): -0.4246, atom 4 (C): -0.4693

---

Here is C34H24F3N4O3PtTe as an isolated structure at a distorted geometry from the OMol25 dataset. Energies are from the ωB97M-V functional and the def2-TZVPD basis.

## Properties
HOMO energy (spin up / spin down)   -15.8 / -16.3 eV
M   916.3 g mol⁻¹
HOMO-LUMO gap (spin up / spin down)   7.396 / 5.697 eV
Total charge   +3
Multiplicity   5
ΔE to the lowest compared entry with this formula, charge and spin   17.1 kcal per mole
E_LUMO (spin up / spin down)   -8.3775 / -10.6047 eV

Geometry (Å):
Pt 1.52721 0.52628 2.13415
C -9.80600 -0.01767 -5.77245
O -9.02869 1.07303 -5.24880
C -7.97830 0.89254 -4.52117
C -7.46339 -0.38518 -4.15307
C -6.34812 -0.46886 -3.37921
C -5.67953 0.70208 -2.92834
C -6.19656 1.97237 -3.30192
C -7.30853 2.07047 -4.07236
C -4.50365 0.65155 -2.11684
N -3.84172 1.72414 -1.70079
C -2.80790 1.27092 -0.97735
C -2.81442 -0.13406 -0.93632
N -3.89521 -0.50319 -1.66507
C -1.82710 -0.89490 -0.23730
C -1.77767 -2.29299 -0.12569
C -0.76575 -2.88274 0.59614
C 0.20121 -2.07777 1.19560
N 0.16764 -0.75671 1.08850
C -0.82076 -0.15062 0.40588
C -0.80929 1.29374 0.38098
N 0.17978 1.91083 1.05492
C 0.23313 3.23121 1.10590
C -0.71410 4.02711 0.45819
C -1.72860 3.42345 -0.24741
C -1.79354 2.02443 -0.29591
H -10.61520 0.43304 -6.33443
H -10.21298 -0.62707 -4.96522
H -9.20283 -0.64224 -6.43184
H -7.95602 -1.28663 -4.48931
H -5.98545 -1.45498 -3.12143
H -5.68713 2.86213 -2.96043
H -7.71580 3.02873 -4.36687
H -4.20949 -1.44572 -1.82655
H -2.53145 -2.91296 -0.59398
H -0.70825 -3.95565 0.70894
H 1.01151 -2.51384 1.76629
H 1.03886 3.67898 1.67262
H -0.63497 5.10252 0.52590
H -2.48088 4.00952 -0.75897
F 1.47321 0.69314 6.95593
C 2.51761 0.70352 6.15081
F 3.28759 1.74999 6.41825
F 3.22957 -0.41950 6.32747
C 2.06569 0.73006 4.67102
O 2.96101 0.90560 3.78352
O 0.87910 0.52793 4.37703
Te 4.01115 0.44563 1.03104
C 6.11248 0.68088 0.51993
C 7.02126 1.08233 1.47762
C 8.36015 1.11199 1.10562
C 8.73587 0.76448 -0.18427
C 7.78789 0.37731 -1.12097
C 6.44082 0.34542 -0.78136
C 4.12534 -1.56561 1.67376
C 4.45287 -1.84120 2.99785
C 4.58696 -3.16422 3.39237
C 4.41014 -4.19081 2.47417
C 4.08821 -3.90024 1.15281
C 3.93335 -2.58489 0.74434
H 6.72288 1.36277 2.47913
H 9.09898 1.41320 1.83561
H 9.77795 0.81127 -0.47017
H 8.07671 0.10129 -2.12597
H 5.69517 0.06456 -1.51474
H 4.60473 -1.04342 3.71415
H 4.84279 -3.38729 4.41946
H 4.53013 -5.21967 2.78503
H 3.97354 -4.69978 0.43302
H 3.68680 -2.36006 -0.28747

Mulliken atomic charge list, values in e, 4 entries: atom 1 (Pt): 1.4629, atom 2 (C): -0.8259, atom 3 (O): -0.3605, atom 4 (C): 0.9211

---

Here is a 3-piece molecular cluster, C13H20BrF9N6O8PS overall at a distorted geometry from the OMol25 dataset. Energies are from the ωB97M-V functional and the def2-TZVPD basis.

## Properties
HOMO energy   -11.7 eV
M   702.3 g mol⁻¹
HOMO-LUMO gap   6.987 eV
Total charge   +1
ΔE to the lowest compared entry with this formula, charge and spin   123.5 kcal per mole
E_LUMO   -4.7005 eV

Geometry (Å):
C -3.54416 0.58489 2.53296
P -1.74632 -0.00062 2.27995
O -0.68319 1.18120 2.96697
N -1.41571 -0.16415 0.50454
C -1.12639 0.84700 -0.31158
N -1.05025 2.21075 0.12763
C -0.67248 2.95649 -1.03673
C -0.44822 4.51103 -0.89838
C 0.89029 4.69103 0.01712
C 1.97797 5.66090 -0.63898
C 2.31772 6.96660 0.21777
O 2.28967 6.77948 1.64639
N -0.53763 2.07215 -2.14490
Br -0.01489 2.77672 -3.78739
N -0.80768 0.78992 -1.74280
S -0.71442 -0.58039 -2.77033
O -1.40994 -1.79299 -2.22992
O -1.41487 -0.22547 -4.05568
C 1.02542 -1.10361 -3.19610
F 1.62670 -0.08969 -3.98358
F 0.93049 -2.21233 -4.04259
C 1.99315 -1.32544 -1.94401
F 1.61788 -0.62149 -0.78979
F 3.25664 -0.81268 -2.32092
C 2.23257 -2.84760 -1.52713
F 1.09636 -3.65566 -1.61165
F 3.30826 -3.32828 -2.30977
C 2.75130 -2.98795 -0.00033
F 3.27248 -4.28707 0.13294
F 3.77344 -2.10891 0.30880
F 1.66526 -2.92851 0.87847
H -3.74906 1.60779 2.09071
H -4.18678 -0.24593 2.07727
H -3.74568 0.52788 3.65583
H 0.15171 1.14403 2.44321
H -1.46798 -1.13629 0.15472
H -0.34261 5.05868 -1.88601
H -1.30771 4.91811 -0.25936
H 1.38490 3.65613 0.08834
H 0.61673 4.95730 1.09383
H 2.96212 5.08190 -0.75962
H 1.69074 6.00682 -1.68581
H 1.60851 7.81994 -0.05346
H 3.38358 7.29881 -0.05414
H 2.57616 5.87200 1.86254
C -5.58869 -2.01689 6.30327
N -4.76687 -1.82293 5.08007
O -5.07312 -0.90444 4.33432
O -3.84484 -2.59512 4.90840
H -6.36962 -1.26016 6.32418
H -6.01968 -3.01552 6.25387
H -4.92771 -1.91372 7.16243
C 2.18039 -6.53372 -2.63529
N 2.60605 -7.92155 -2.95146
O 2.15730 -8.42741 -3.96337
O 3.37514 -8.45056 -2.17125
H 1.49960 -6.19042 -3.41143
H 1.68241 -6.55551 -1.66711
H 3.07559 -5.91453 -2.60565

Mulliken atomic charge list, values in e, 4 entries: atom 1 (C): -0.7980, atom 2 (P): 0.2619, atom 3 (O): -0.4713, atom 4 (N): -0.0967